108
Properties=species:S:1:pos:R:3:forces:R:3:lowdin_spin:R:1 method="wB97M-V/def2-TZVPD" charge=-1 multiplicity=3 gap_ev="4.793 / 6.857" s2=2.02 homo_energy_ha="-0.0836 / -0.1596"
Ti -0.35254 -0.09715 0.20901 0.6 -0.2 -0.3 0.9320
C -4.97430 0.13555 3.52215 0.0 0.0 0.0 0.0002
C -4.26372 0.14784 4.87216 -0.1 0.0 0.1 -0.0009
C -4.67901 1.41983 5.62603 0.0 0.0 0.0 -0.0001
C -4.72593 -1.08456 5.66518 0.0 0.0 0.0 0.0000
C -2.74291 0.10766 4.72598 0.0 0.0 -0.1 -0.0001
C -1.94937 0.10010 5.87749 0.1 0.0 0.1 0.0259
C -0.56675 0.01883 5.79719 0.0 0.0 0.0 0.0026
C 0.02895 -0.05633 4.55111 0.1 0.0 0.1 0.0161
S 1.73598 -0.19564 4.17597 -0.1 0.0 0.0 0.1150
C 1.34478 -0.19530 2.45971 0.2 0.1 0.3 0.2844
N -0.00320 -0.09637 2.20917 0.2 0.0 0.6 0.1236
C -0.73770 -0.02621 3.37796 0.2 0.0 -0.1 0.0003
C -2.12785 0.05585 3.47972 0.0 0.0 -0.1 0.0207
C 2.29502 -0.13315 1.41539 0.0 0.1 0.0 0.0524
C 3.68833 -0.12463 1.67206 0.0 0.0 0.0 0.0775
C 4.57617 0.12676 0.65041 0.0 0.0 0.0 0.0037
C 4.10148 0.37006 -0.64302 0.0 0.0 0.0 0.1060
C 2.73408 0.29484 -0.89562 0.0 -0.1 0.1 0.0014
C 1.77290 0.01503 0.08004 0.7 0.0 0.3 0.1046
H -6.05665 0.15346 3.68072 0.0 0.0 0.0 0.0000
H -4.73241 -0.76106 2.94844 0.0 0.0 0.0 0.0001
H -4.70911 1.00395 2.91334 0.0 -0.1 0.0 0.0001
H -5.76939 1.46446 5.71605 0.1 0.0 0.0 0.0000
H -4.34067 2.30826 5.08574 0.0 0.0 0.0 0.0000
H -4.25334 1.44904 6.63184 0.0 0.0 0.0 0.0002
H -5.81848 -1.09568 5.74108 0.1 0.0 0.0 0.0000
H -4.31427 -1.08996 6.67704 0.0 0.0 0.0 0.0002
H -4.40494 -2.00079 5.16146 0.0 0.0 0.0 0.0000
H -2.40575 0.15324 6.85974 0.0 0.0 -0.1 0.0018
H 0.03826 0.01213 6.69758 0.0 0.0 0.0 -0.0008
H -2.70770 0.07265 2.56469 0.0 0.0 0.0 0.0012
H 4.04988 -0.28975 2.68282 0.0 0.0 0.0 0.0076
H 5.64178 0.14930 0.85260 0.0 0.0 0.0 -0.0026
H 4.79252 0.61431 -1.44260 0.0 0.0 0.0 0.0082
H 2.41973 0.47158 -1.91816 -0.1 0.0 -0.2 -0.0029
C -2.45531 -3.49616 2.31667 -0.3 0.2 0.1 -0.0002
Si -1.59350 -3.07434 0.69879 0.4 -0.4 0.3 0.0021
C 0.24047 -3.26333 1.04120 0.0 -0.1 0.0 0.0071
C -2.10023 -4.43162 -0.49739 -0.1 0.0 -0.4 0.0003
N -1.78575 -1.45901 0.14025 -0.6 0.2 -0.2 0.0017
C -2.99638 -0.74152 0.08850 -0.2 -0.1 0.0 0.0083
C -4.24752 -1.35434 0.17932 0.1 0.0 -0.1 -0.0001
C -5.43638 -0.63537 0.09575 0.0 0.0 0.0 0.0055
C -5.38909 0.73780 -0.06209 0.0 0.1 0.0 0.0019
C -4.15657 1.37942 -0.14210 0.1 -0.1 0.0 0.0026
C -2.94516 0.68063 -0.08564 -0.2 0.1 -0.1 0.0072
N -1.69498 1.29224 -0.22133 -1.0 0.3 -0.1 0.0222
Si -1.34596 2.96343 -0.04608 0.2 0.2 0.2 0.0027
C -1.93140 3.64431 1.60206 -0.2 0.0 0.1 0.0008
C -1.97594 4.13792 -1.38250 -0.3 -0.1 -0.2 -0.0002
C 0.51917 3.09818 -0.10585 0.0 0.1 0.1 0.0046
H -2.26523 -4.54835 2.55612 0.0 0.1 0.0 0.0000
H -3.54135 -3.35656 2.27092 0.1 0.0 0.0 0.0000
H -2.07738 -2.87711 3.13710 0.0 0.0 -0.1 0.0001
H 0.51997 -4.32026 1.12579 0.0 0.1 -0.1 0.0005
H 0.51990 -2.76770 1.97500 0.0 0.0 0.0 0.0011
H 0.84007 -2.81965 0.24391 0.1 0.0 0.0 0.0042
H -1.71714 -5.39607 -0.14392 -0.1 0.1 0.0 0.0000
H -1.69159 -4.26432 -1.50092 0.0 0.0 0.1 0.0000
H -3.18987 -4.51630 -0.59251 0.1 0.0 0.0 0.0000
H -4.28261 -2.43314 0.30374 0.0 0.1 -0.1 -0.0001
H -6.38646 -1.15305 0.15655 0.0 0.0 0.0 0.0004
H -6.30299 1.31863 -0.12707 0.0 0.0 0.0 0.0000
H -4.12316 2.45753 -0.26785 0.0 0.0 0.0 0.0001
H -3.02461 3.60689 1.68592 0.1 0.0 0.0 0.0000
H -1.61932 4.68847 1.72481 0.0 -0.1 0.0 0.0001
H -1.51699 3.05808 2.42974 0.0 0.0 -0.1 0.0002
H -3.00418 3.91292 -1.68904 0.1 0.1 0.0 0.0000
H -1.34393 4.09170 -2.27739 -0.1 0.0 0.1 0.0000
H -1.95423 5.16929 -1.01522 0.0 -0.1 0.0 0.0000
H 0.98430 2.61692 0.75830 0.1 0.0 0.0 0.0019
H 0.83349 4.14894 -0.11245 -0.1 -0.1 0.0 0.0007
H 0.91931 2.62046 -1.00260 0.1 0.0 0.0 0.0007
C 1.20526 1.11317 -7.14636 0.0 0.0 0.1 0.0002
C 0.60349 1.99823 -6.26187 0.0 0.0 0.0 0.0001
C 0.24410 1.57496 -4.99053 0.0 0.0 0.0 0.0007
C 0.42864 0.25310 -4.58413 0.4 0.3 0.5 0.0058
C 1.08870 -0.60357 -5.45642 0.0 -0.1 -0.1 0.0008
C 1.46434 -0.18242 -6.72826 0.0 0.0 0.0 0.0002
As -0.13265 -0.26764 -2.72416 -0.3 -0.5 -0.9 0.0178
C 0.28859 -2.17270 -2.96009 0.0 -0.1 -0.1 0.0046
C -0.37398 -2.99519 -3.87248 0.1 0.0 -0.1 0.0007
C 0.03102 -4.30577 -4.07905 0.0 0.0 0.0 0.0007
C 1.12503 -4.81638 -3.39292 0.0 0.1 0.0 0.0008
C 1.82243 -3.99557 -2.52168 0.0 0.0 0.0 0.0008
C 1.40306 -2.68678 -2.30431 0.0 0.0 0.0 0.0056
C -2.05471 -0.18540 -3.13894 -0.1 0.0 0.0 0.0012
C -2.92953 -1.26333 -3.17255 0.0 0.0 0.1 0.0001
C -4.26974 -1.07964 -3.50206 0.1 0.0 0.1 0.0005
C -4.75753 0.18726 -3.77112 0.0 0.1 0.0 0.0000
C -3.90528 1.28134 -3.67509 0.0 -0.1 0.0 0.0003
C -2.57181 1.09165 -3.35654 0.0 -0.1 0.0 0.0003
H 1.47951 1.43534 -8.14334 0.0 0.0 0.0 0.0000
H 0.40470 3.01962 -6.56442 0.0 0.0 0.0 0.0000
H -0.18908 2.29309 -4.31044 -0.1 0.1 0.0 0.0001
H 1.31018 -1.61972 -5.16284 0.0 0.0 0.0 0.0001
H 1.95154 -0.88040 -7.39871 0.0 0.0 0.0 0.0000
H -1.18488 -2.59810 -4.46530 -0.1 0.0 0.0 0.0000
H -0.49618 -4.91743 -4.80124 0.0 0.0 0.0 0.0000
H 1.44254 -5.83896 -3.55317 0.0 0.0 0.0 0.0001
H 2.70394 -4.36400 -2.01137 0.0 0.0 0.0 0.0000
H 1.95612 -2.05714 -1.62090 0.0 0.1 0.1 0.0032
H -2.58690 -2.25318 -2.90456 0.0 0.0 0.0 0.0000
H -4.93376 -1.93552 -3.52455 0.0 0.0 0.0 0.0001
H -5.80246 0.32933 -4.02011 0.0 0.0 0.0 0.0000
H -4.28516 2.28372 -3.83592 0.0 0.0 0.0 0.0000
H -1.93440 1.95575 -3.22466 0.0 0.0 0.0 0.0002

=====

15
Properties=species:S:1:pos:R:3:forces:R:3:nbo_charge:R:1 method="wB97M-V/def2-TZVPD" gap_ev=8.669 homo_energy_ha=-0.3051
C 0.29697 2.16682 1.55647 -0.2 -1.3 -1.4 0.4013
C -0.69909 -0.28913 -0.90105 0.0 1.0 -0.1 -0.4451
C 0.55929 0.55172 -0.49754 0.4 -0.8 0.2 -0.4648
C -0.72376 -1.43884 0.03014 0.9 -2.1 2.4 -0.5201
C 0.53634 0.76961 1.02151 4.3 -1.4 1.8 -0.4131
O 0.10928 3.11302 0.83536 0.1 0.0 0.6 -0.5209
Se -0.42630 -0.71522 1.89308 -0.8 0.6 -0.5 0.2368
H 0.32136 2.14614 2.63705 -0.1 0.7 0.8 0.1188
H -1.66864 0.25985 -0.88769 0.8 -0.1 0.1 0.2209
H -0.56825 -0.69852 -1.89255 0.0 0.1 -0.5 0.2249
H 1.49052 -0.04938 -0.78757 -1.3 0.9 0.4 0.2209
H 0.62830 1.55345 -0.91587 -0.1 -0.1 -0.5 0.2528
H -1.67681 -2.10046 0.10535 2.0 1.0 -0.5 0.2507
H 0.32065 -1.96316 0.04008 -2.4 0.1 -0.9 0.2244
H 1.88488 0.46149 1.63975 -3.6 1.4 -1.9 0.2124

=====

In kcal per mole, the ΔE to the lowest compared entry with this formula, charge and spin values for the records above are, in order, 0.0 24.7.